The following is a DFT calculation (ωB97M-V/def2-TZVPD) of 2 unconnected molecules or ions with the total composition CH5S3.

The calculation puts the gap between HOMO and LUMO at 0.23656 Ha. The calculation puts the LUMO energy at 3.38 eV. As for the net charge: -1. Its calculated total energy is -1235.69584 hartree. The calculation puts the energy above the lowest of the compared OMol25 structures with the same formula, charge and spin at 7.09 kcal per mole.

XYZ file:
```
9
CH5S3 (ωB97M-V/def2-TZVPD)
C -0.39 -0.50 -2.62
H -0.55 1.12 3.10
H 0.55 -0.01 -2.86
H -1.22 0.19 -2.62
H 0.17 0.70 0.64
S -0.28 -1.41 -1.05
S -0.59 1.87 2.00
H -0.56 -1.29 -3.36
S 1.01 -0.43 0.16
```

Results of the Löwdin charge analysis, in e, for atoms 1 through 2:
1. C -0.51
2. H -0.40

=====

The following is a DFT calculation (ωB97M-V/def2-TZVPD) of a molecular structure, C22H26AsN6O10PS2Ti.

The calculation puts the gap between HOMO and LUMO at 0.27121 Ha. The calculation puts the LUMO energy at -1.32 eV. Its calculated total energy is -6158.09153 hartree. The calculation puts the energy above the lowest of the compared OMol25 structures with the same formula, charge and spin at 6.98 kcal per mole.

XYZ file:
```
69
C22H26AsN6O10PS2Ti (ωB97M-V/def2-TZVPD)
O 0.68 -2.01 1.02
H 0.92 5.89 -0.18
H -1.01 6.40 1.32
C 0.99 -4.75 -3.52
H -3.56 1.49 -0.30
H -0.34 2.66 -2.47
O 3.13 -2.93 0.00
C 2.70 0.69 0.29
H 1.48 3.50 -0.62
H 2.12 -4.68 1.92
C 0.65 -3.82 -1.34
N -0.96 -2.31 3.42
H -3.36 2.74 2.94
C -0.73 5.38 1.11
C -1.37 2.50 -2.16
S -1.87 -3.05 -0.43
O 1.32 -4.59 1.38
C 2.35 0.19 -1.07
C -1.24 -4.21 -2.79
C 3.79 1.34 0.89
H 2.57 -4.30 -2.13
H -3.94 1.03 -1.97
N -1.39 -0.55 2.10
C 5.09 1.80 0.32
H -3.60 -0.23 -0.75
H -2.02 2.63 -3.03
H -0.37 -0.22 -3.30
H -2.00 0.29 -3.81
C -3.34 0.77 -1.09
H -1.79 -1.17 -2.82
H -1.24 -2.87 2.62
P -1.56 0.82 -1.48
H 1.59 0.86 3.17
H 1.66 -5.13 -4.29
O 1.15 -0.33 -1.10
C -1.42 4.32 1.70
C -0.73 -3.76 -1.58
O 5.31 1.55 -0.97
O 3.10 0.30 -2.02
O -3.18 -3.19 -1.00
N -1.06 0.73 1.76
S -0.12 0.00 4.46
N -0.01 2.76 0.58
H -2.24 4.51 2.38
C -1.42 -0.16 -3.01
H -0.51 -2.74 4.21
H -3.28 0.96 3.03
H -2.25 1.93 4.08
O -1.64 -3.66 0.85
H -1.63 3.25 -1.41
H -2.30 -4.16 -2.95
As 1.56 -3.27 0.26
O 5.88 2.40 1.00
C -0.84 -1.00 3.28
C -2.71 1.88 3.09
C -0.38 -4.72 -3.75
C 0.34 5.10 0.28
C 3.42 1.49 2.21
H -0.78 -5.08 -4.69
N 1.75 0.49 1.19
N 2.19 0.98 2.34
C -1.62 1.83 2.08
C -1.02 3.03 1.42
H 3.96 1.92 3.03
H 4.58 1.04 -1.40
C 1.50 -4.30 -2.32
O -1.48 -1.58 -0.44
Ti -0.09 -0.44 0.42
C 0.66 3.76 0.04
```

Results of the Löwdin charge analysis, in e, for atoms 1 through 2:
1. O -0.48
2. H 0.11

=====

The following is a DFT calculation (ωB97M-V/def2-TZVPD) of 9 unconnected molecules or ions with the total composition C30H41FO27.

The calculation puts the gap between HOMO and LUMO at 0.39214 Ha. The calculation puts the LUMO energy at -0.22 eV. As for the structure (SMILES): O=C1OC[C@@H](F)O1.C[C@H]1COC(=O)O1.C[C@H]1COC(=O)O1.C[C@H]1COC(=O)O1.O=C1OCCO1.O=C1OCCO1.O=C1OCCO1.O=C1OCCO1.O=C1OCCO1. Its calculated total energy is -3298.91840 hartree. The calculation puts the energy above the lowest of the compared OMol25 structures with the same formula, charge and spin at 170.71 kcal per mole.

XYZ file:
```
99
C30H41FO27 (ωB97M-V/def2-TZVPD)
O -12.03 -10.16 -8.34
H -14.82 -12.63 4.38
O -1.24 -16.59 -8.38
H -0.95 -18.24 -7.12
O -2.80 -15.62 -9.86
C -9.54 -24.30 -6.93
H -3.14 -8.27 -3.55
H -15.21 -13.80 -3.85
H -11.23 -7.75 3.55
H -12.32 -8.35 -9.15
C -14.24 -11.81 7.34
H -4.47 -11.92 -2.03
H -11.40 -7.88 1.39
O -0.50 -11.06 -4.76
H -15.92 -14.46 -2.33
C -1.43 -10.56 -4.05
C -10.72 -22.67 -6.00
H -3.14 -11.35 -1.11
O -14.91 -17.70 -8.90
C -14.15 -16.50 -9.09
H -4.28 -18.59 -6.92
O -11.66 -22.13 -5.47
C -12.77 -16.89 -9.73
O -8.84 -16.14 -0.60
O -10.59 -14.96 0.16
O -16.17 -16.53 -10.29
H -12.01 -16.36 -9.15
O -10.77 -23.77 -6.66
C -3.23 -18.55 -6.63
C -1.17 -17.17 -7.06
H -10.23 -9.16 3.66
O -7.47 -6.57 1.91
O -13.85 -11.85 6.03
O -9.36 -7.67 1.11
H -8.12 -23.84 -5.23
H -15.17 -14.69 -9.77
O -11.00 -9.42 -6.63
C -15.74 -13.12 6.33
H -9.31 -16.35 -3.60
C -9.07 -15.71 -2.75
H -12.57 -17.96 -9.65
H -8.47 -14.83 -2.98
O -10.19 -15.40 -2.10
H -8.58 -17.60 -2.07
C -8.38 -16.57 -1.77
C -8.64 -23.38 -6.07
H -14.49 -15.68 -10.97
H -0.64 -16.60 -6.30
H -12.83 -16.73 -10.81
O -16.74 -10.31 -3.15
H -10.65 -7.73 -7.37
H -17.26 -13.95 -4.63
F -7.03 -16.41 -1.69
H -4.71 -10.47 -1.29
O -13.69 -11.12 8.25
C -2.67 -17.11 -6.69
C -16.00 -17.73 -9.74
C -3.48 -10.34 -3.04
H -10.38 -9.51 1.47
C -14.53 -12.88 5.40
O -17.72 -12.33 -3.71
H -9.35 -24.08 -7.98
H -15.91 -14.20 6.27
C -15.08 -15.74 -10.05
O -15.94 -12.34 -2.56
C -2.62 -9.03 -2.97
C -12.45 -8.83 -8.18
C -11.55 -8.28 -7.10
H -4.29 -10.13 -3.74
C -3.91 -11.01 -1.80
H -2.97 -18.99 -5.67
O -10.81 -11.61 -7.26
O -15.18 -12.71 7.55
C -17.39 -13.60 -3.60
C -8.49 -7.23 2.06
C -10.51 -8.45 1.69
O -1.53 -9.26 -3.69
O -3.32 -16.32 -7.70
H -11.89 -7.77 -6.20
H -16.68 -12.61 6.15
C -16.80 -11.56 -3.10
C -11.26 -10.50 -7.35
H -18.20 -14.01 -3.01
C -10.33 -8.20 3.14
H -13.49 -8.81 -7.87
C -9.96 -15.54 -0.77
C -2.46 -16.11 -8.77
O -9.42 -22.26 -5.67
C -15.93 -13.64 -3.05
O -9.11 -7.47 3.29
H -2.86 -19.16 -7.46
O -16.65 -18.75 -9.95
H -2.42 -8.78 -1.93
H -8.02 -22.99 -6.88
H -14.02 -15.97 -8.15
O -2.61 -11.20 -3.56
H -2.79 -16.61 -5.73
H -13.85 -13.73 5.34
H -9.39 -25.35 -6.67
```

Results of the Löwdin charge analysis, in e, for atoms 1 through 2:
1. O 0.09
2. H 0.13

=====

The following is a DFT calculation (ωB97M-V/def2-TZVPD) of a molecular structure, C53H51As2IrN3O5S2Si.

The calculation puts the gap between HOMO and LUMO (alpha / beta) at 0.23192 / 0.17834 Ha. The calculation puts the LUMO energy (alpha / beta) at -5.65 / -7.11 eV. Its spin multiplicity is 2. As for the net charge: +2. Its calculated total energy is -8252.11567 hartree. The calculation puts the energy above the lowest of the compared OMol25 structures with the same formula, charge and spin at 0.00 kcal per mole.

XYZ file:
```
118
C53H51As2IrN3O5S2Si (ωB97M-V/def2-TZVPD)
H 4.99 0.74 1.50
C -2.00 1.67 -1.88
H 0.36 -5.92 -1.23
C -2.46 -1.93 -5.99
H 1.64 -1.21 8.45
C 0.86 -1.42 7.73
H 1.18 3.86 0.50
H 4.08 1.31 0.08
H -1.86 -1.91 -6.89
C -2.37 -1.62 4.01
O -2.96 6.41 -2.70
O -2.67 6.20 -4.98
C 3.01 2.33 4.99
C -2.65 5.12 -3.02
H -4.35 -2.70 -6.79
H 3.70 2.46 5.81
C -1.02 -1.45 4.32
C -2.00 -1.54 -4.72
C -2.14 2.82 -2.77
C 1.34 1.00 -3.59
H 1.01 -4.60 -2.20
C 3.44 -3.09 -0.93
C 1.28 -4.53 1.80
C -2.23 -1.07 0.33
C 1.08 -5.10 -1.23
H 0.90 -1.01 3.46
C 3.25 1.37 4.02
C 4.59 -2.87 -1.67
N -1.28 -0.74 -0.50
C 4.76 -1.71 -2.40
O 1.59 -0.02 -1.44
H -1.50 -5.08 0.28
C -1.72 1.92 2.24
H -1.68 -3.59 1.17
C 2.09 3.46 -2.52
H -4.23 7.25 -4.11
H 1.20 2.03 -5.46
H 0.11 3.60 3.79
H 2.36 -4.64 1.80
C 1.78 3.35 -3.87
H -1.73 1.75 -4.57
H -1.86 2.94 2.61
N 1.19 -2.30 -0.22
C -1.86 -1.18 1.72
N -0.55 -1.01 2.00
C -2.80 -1.51 2.69
C 3.76 -0.74 -2.36
C -1.09 -2.18 6.75
H 4.14 0.75 4.10
H -4.80 -1.91 -1.73
C -0.50 -1.56 5.68
H 5.37 -3.62 -1.66
H -4.91 -1.93 3.04
H 1.01 -3.84 2.60
H -1.75 -3.59 -0.61
H -2.04 -2.69 6.70
C -3.76 -2.35 -5.97
S 1.03 -0.89 6.11
H -0.42 4.26 1.15
C 2.39 -2.16 -0.90
H 2.65 -2.09 3.26
C 0.99 2.97 3.85
H -3.08 -1.84 4.80
O -2.32 1.65 -0.71
H 4.29 -1.46 3.01
C 1.63 1.13 -2.25
H -1.00 -1.17 -4.54
H 3.88 0.19 -2.90
C 3.35 -1.71 2.53
C -0.15 -1.15 3.26
S -4.43 -2.28 -4.41
H 2.28 2.39 -0.65
H 1.84 4.22 -4.51
H 4.68 -0.36 0.13
C -2.50 4.05 -2.18
C 1.22 2.00 2.87
H -2.50 1.70 1.51
H 2.38 4.41 -2.10
H 3.35 -4.01 -0.35
C -4.52 -1.67 0.97
C -2.15 3.81 -4.99
O -1.49 0.58 -2.52
H 1.68 3.88 5.65
C 0.14 3.55 0.53
H 2.08 -5.53 -1.16
H -2.59 8.00 -3.97
C 2.02 2.33 -1.70
C -3.56 -1.40 -0.05
H -0.28 3.53 -0.47
C 1.42 2.11 -4.40
Ir 0.57 -0.41 0.41
H -2.03 3.73 -6.06
H 3.53 -2.47 1.77
C 4.28 0.46 0.72
C -3.16 7.08 -3.95
C 2.63 -0.98 -1.61
C 1.87 3.13 4.90
C 2.36 1.20 2.97
C -3.82 -1.56 -1.42
H 1.07 0.02 -3.99
H -2.67 4.13 -1.12
C -4.17 -1.71 2.28
H 5.65 -1.53 -2.98
H -0.66 -1.23 -2.37
H -0.59 -2.52 8.88
C -2.96 -1.67 -3.74
C -1.25 -4.01 0.26
H 0.85 -5.51 2.06
C -2.48 5.00 -4.39
Si 0.62 -3.92 0.15
H -1.76 1.24 3.08
C -1.98 2.71 -4.15
C -2.82 -1.37 -2.34
C -0.30 -2.10 7.93
H -5.54 -1.87 0.68
C -1.52 -0.73 -1.92
As 0.00 1.81 1.36
As 2.67 -0.15 1.61
```

Results of the Löwdin charge analysis, in e, for atoms 1 through 2:
1. H 0.05
2. C -0.40

=====

The following is a DFT calculation (ωB97M-V/def2-TZVPD) of a single C3H4N2O2 molecule.

The calculation puts the gap between HOMO and LUMO at 0.29701 Ha. The calculation puts the LUMO energy at 0.24 eV. Its calculated total energy is -376.59393 hartree. The calculation puts the energy above the lowest of the compared OMol25 structures with the same formula, charge and spin at 106.59 kcal per mole.

XYZ file:
```
11
C3H4N2O2 (ωB97M-V/def2-TZVPD)
H 2.04 -1.53 1.00
O -1.42 1.66 -1.22
N -0.45 0.46 0.53
C -1.03 0.53 -0.66
H 1.93 0.04 1.41
C 0.19 -1.40 -0.73
H -0.88 0.78 1.39
C 0.38 -0.70 0.42
N 1.40 -0.83 1.38
H -1.42 1.48 -2.17
O -0.90 -0.52 -1.36
```

Results of the Löwdin charge analysis, in e, for atoms 1 through 2:
1. H 0.08
2. O 0.18